Here is 4 unconnected molecules or ions with the total composition C25H46N5O2P in a non-equilibrium geometry from the OMol25 dataset. Energies are from the ωB97M-V functional and the def2-TZVPD basis.

Results
SMILES string: CCCN[PH2](CCCCNC(C)=O)CCCOC.c1cc[nH]c1.c1cc[nH]c1.c1cc[nH]c1
Net charge: 0
Multiplicity: 1
HOMO energy in eV: -7.941
Orbital gap in eV: 8.57
E_tot in eV: -47500.712

```
79
C25H46N5O2P, DFT the ωB97M-V functional and the def2-TZVPD basis
C -3.356 0.728 -1.813
C -2.344 0.428 -0.601
C -0.869 0.325 -1.190
N 0.064 -0.524 -0.401
P 0.437 0.146 1.220
C -0.256 -1.434 2.000
C 0.668 -2.693 1.663
C 2.119 -2.639 2.330
C 3.293 -2.364 1.258
N 3.976 -1.064 1.463
C 4.505 -0.502 0.254
C 5.873 0.316 0.395
O 3.981 -0.558 -0.863
C 0.883 0.862 2.955
C 2.155 1.829 2.917
C 2.587 2.277 4.398
O 1.791 3.378 4.872
C 0.628 2.945 5.595
H -2.734 0.960 -2.741
H -3.957 -0.198 -2.067
H -3.990 1.642 -1.632
H -2.350 1.340 0.085
H -2.655 -0.445 0.040
H -0.968 -0.178 -2.212
H -0.452 1.367 -1.424
H 0.919 -0.621 -0.971
H -0.276 1.364 0.975
H 1.834 0.138 0.844
H -1.260 -1.644 1.500
H -0.462 -1.369 3.108
H 0.807 -2.847 0.557
H 0.142 -3.630 2.046
H 2.166 -1.913 3.207
H 2.297 -3.665 2.797
H 2.868 -2.502 0.219
H 4.050 -3.202 1.432
H 4.697 -1.098 2.185
H 6.401 0.343 -0.597
H 5.676 1.391 0.717
H 6.556 -0.221 1.130
H 1.146 0.030 3.694
H -0.046 1.367 3.378
H 3.016 1.216 2.517
H 1.922 2.758 2.321
H 2.579 1.396 5.126
H 3.669 2.641 4.375
H 0.644 1.854 5.896
H 0.601 3.536 6.572
H -0.340 3.119 5.026
C -7.228 1.017 -1.200
C -8.169 0.361 -2.033
C -8.655 1.294 -2.915
N -8.046 2.489 -2.642
C -7.171 2.328 -1.602
H -6.656 0.577 -0.397
H -8.458 -0.678 -1.992
H -9.380 1.211 -3.710
H -8.215 3.351 -3.131
H -6.586 3.158 -1.238
C 1.990 2.833 -3.627
C 1.317 3.680 -2.710
C 0.656 4.633 -3.443
N 0.907 4.396 -4.767
C 1.716 3.297 -4.889
H 2.605 1.978 -3.388
H 1.318 3.599 -1.633
H 0.030 5.457 -3.137
H 0.553 4.943 -5.533
H 2.026 2.943 -5.859
C -0.272 -6.257 -0.989
C 0.873 -6.901 -1.523
C 1.723 -5.920 -1.969
N 1.132 -4.709 -1.729
C -0.081 -4.905 -1.127
H -1.138 -6.731 -0.552
H 1.055 -7.964 -1.573
H 2.694 -5.980 -2.436
H 1.529 -3.813 -1.959
H -0.703 -4.067 -0.852
```

=====

Here is 2 unconnected molecules or ions with the total composition C3H12N4 in a non-equilibrium geometry from the OMol25 dataset. Energies are from the ωB97M-V functional and the def2-TZVPD basis.

Results
SMILES string: N=C(N)N.CNC
Net charge: 0
Multiplicity: 1
HOMO energy in eV: -8.186
Orbital gap in eV: 8.81
E_tot in eV: -9265.760

```
19
C3H12N4, DFT the ωB97M-V functional and the def2-TZVPD basis
N 0.627 -0.249 1.645
C 1.195 0.918 1.383
N 0.792 2.168 1.895
N 2.258 0.993 0.475
H -0.070 -0.094 2.352
H 0.221 2.081 2.719
H 1.559 2.823 2.085
H 2.818 1.847 0.462
H 2.778 0.126 0.508
C -2.378 -1.121 -1.050
N -1.112 -0.381 -1.050
C -0.124 -1.104 -1.864
H -2.803 -1.199 -2.067
H -2.280 -2.171 -0.763
H -3.130 -0.576 -0.420
H -0.790 -0.284 -0.059
H 0.103 -2.145 -1.557
H 0.820 -0.523 -1.786
H -0.482 -1.110 -2.908
```

=====

Here is a molecular structure, C13H16IN3PbS in a non-equilibrium geometry from the OMol25 dataset. Energies are from the ωB97M-V functional and the def2-TZVPD basis.

Results
Net charge: +2
Multiplicity: 1
HOMO energy in eV: -14.733
Orbital gap in eV: 4.86
E_tot in eV: -42375.967

```
35
C13H16IN3PbS, DFT the ωB97M-V functional and the def2-TZVPD basis
C -1.359 0.871 -2.344
C -1.316 -0.726 -2.175
H -2.310 1.063 -1.732
H -1.543 0.934 -3.405
H -0.635 1.573 -1.885
H -1.023 -1.550 -1.399
H -2.401 -0.909 -2.272
H -0.704 -0.993 -3.055
Pb 0.321 -0.072 0.129
C 2.318 0.221 -0.954
H 2.807 -0.787 -1.073
H 3.072 0.843 -0.361
H 2.220 0.651 -1.977
I -2.456 -0.044 1.559
N 1.399 0.849 4.213
C 0.928 2.141 4.036
C 0.648 3.033 4.980
C -0.026 4.210 4.556
C -0.401 4.388 3.234
C -0.105 3.400 2.303
C 0.623 2.272 2.681
N 1.000 1.133 2.023
C 1.397 0.255 2.978
C 1.630 -1.156 2.675
C 2.184 -2.118 3.483
S 2.268 -3.798 2.831
C 1.456 -3.115 1.324
N 1.237 -1.846 1.448
H 1.714 0.310 4.980
H 0.936 2.823 6.016
H -0.245 4.984 5.286
H -0.940 5.306 2.979
H -0.429 3.497 1.307
H 2.592 -1.843 4.456
H 1.209 -3.782 0.513
```

=====

Here is 4 unconnected molecules or ions with the total composition C13H26N2O6 from the OMol25 dataset. Energies are from the ωB97M-V functional and the def2-TZVPD basis.

Results
SMILES string: COC(=O)OC.COCCOCCOC.CC#N.CC#N
Net charge: 0
Multiplicity: 1
HOMO energy in eV: -9.252
Orbital gap in eV: 9.69
E_tot in eV: -29165.431

```
47
C13H26N2O6, DFT the ωB97M-V functional and the def2-TZVPD basis
C -2.318 4.969 -4.257
O -2.042 6.350 -4.014
C -1.415 6.582 -2.860
O -1.039 5.745 -2.088
O -1.226 7.896 -2.738
C -0.448 8.282 -1.605
H -1.428 4.369 -4.080
H -2.620 4.874 -5.293
H -3.098 4.643 -3.571
H -1.044 8.228 -0.698
H -0.143 9.308 -1.793
H 0.439 7.660 -1.515
C 1.008 -1.153 1.106
O 1.550 -1.695 2.289
C 1.044 -2.974 2.557
C 1.756 -3.535 3.746
O 3.001 -4.065 3.348
C 3.587 -4.869 4.332
C 4.940 -5.278 3.813
O 5.519 -6.198 4.693
C 6.573 -6.929 4.103
H 1.207 -1.821 0.256
H 1.497 -0.202 0.914
H -0.072 -1.001 1.189
H 1.200 -3.626 1.682
H -0.041 -2.950 2.740
H 1.166 -4.316 4.243
H 1.921 -2.728 4.475
H 2.988 -5.771 4.545
H 3.652 -4.342 5.298
H 5.580 -4.397 3.670
H 4.783 -5.715 2.815
H 6.826 -7.740 4.785
H 7.455 -6.291 3.976
H 6.267 -7.362 3.148
C -2.272 1.698 -2.711
C -2.067 0.717 -1.647
N -1.904 -0.067 -0.830
H -1.384 2.314 -2.836
H -3.165 2.276 -2.499
H -2.370 1.150 -3.651
C -7.686 1.232 -4.466
C -6.526 1.464 -3.626
N -5.627 1.657 -2.937
H -7.789 2.058 -5.171
H -8.585 1.267 -3.848
H -7.647 0.284 -4.989
```

=====

Here is C4H6N2O in the gas phase in a non-equilibrium geometry from the OMol25 dataset. Energies are from the ωB97M-V functional and the def2-TZVPD basis.

Results
SMILES string: N#CCCNC=O
Net charge: 0
Multiplicity: 1
HOMO energy in eV: -10.432
Orbital gap in eV: 11.03
E_tot in eV: -9272.833

```
13
C4H6N2O, DFT the ωB97M-V functional and the def2-TZVPD basis
N 3.221 0.044 -1.568
C 2.299 0.161 -0.878
C 1.123 0.338 -0.008
C -0.160 -0.262 -0.645
N -1.381 0.201 -0.020
C -1.656 -0.279 1.222
O -0.916 -1.069 1.777
H 0.980 1.412 0.151
H 1.353 -0.112 0.970
H -0.167 -0.059 -1.720
H -0.106 -1.343 -0.506
H -2.003 0.863 -0.459
H -2.588 0.106 1.686
```

=====

Here is a gas-phase ion, C4H9BrNS (charge +1) in a non-equilibrium geometry from the OMol25 dataset. Energies are from the ωB97M-V functional and the def2-TZVPD basis.

Results
Net charge: +1
Multiplicity: 1
HOMO energy (alpha / beta) in eV: -12.761 / -12.856
Orbital gap (alpha / beta) in eV: 5.91 / 6.00
E_tot in eV: -86650.158

```
16
C4H9BrNS, DFT the ωB97M-V functional and the def2-TZVPD basis
C 0.801 -0.529 -0.057
C 0.577 -1.854 0.722
C -1.390 -0.037 -0.666
C 0.206 1.858 -0.192
N -0.281 0.388 0.123
S -0.612 -2.970 -0.014
Br -3.046 0.714 -0.112
H 1.743 -0.142 0.222
H 0.747 -0.822 -1.154
H 1.546 -2.336 0.716
H 0.330 -1.477 1.708
H -0.974 -0.178 -1.697
H -0.578 2.690 -0.073
H 1.016 2.244 0.524
H 0.619 1.961 -1.189
H -0.704 0.491 1.139
```